(1)
DFT (ωB97M-V/def2-TZVPD) results for 2 unconnected molecules or ions with the total composition C4H11NO at a distorted geometry.

The calculation puts the orbital gap at 0.391 Eh. As for the SMILES: CC(N)=O.CC.

```
! RIJCOSX wB97M-V def2-TZVPD def2/J DEFGRID3
* xyz 0 1
C -1.30056 -1.48185 -0.00222
C -1.16665 -2.05415 1.38250
N -1.48777 -1.22394 2.43855
O -0.49413 -3.04797 1.58501
H -0.42678 -0.82770 -0.09147
H -2.11008 -0.75775 -0.12100
H -1.26748 -2.26452 -0.74612
H -1.34511 -1.65321 3.33700
H -2.22505 -0.56340 2.25562
C 2.05181 1.20049 -1.12384
C 0.90973 2.21806 -1.39869
H 1.66342 0.39141 -0.54043
H 2.46697 0.90483 -2.08006
H 2.76979 1.68399 -0.46445
H -0.04974 1.71194 -1.46040
H 0.85563 3.01498 -0.65501
H 1.15600 2.74880 -2.31498
*
```



(2)
DFT (ωB97M-V/def2-TZVPD) results for a single C6H15NO3S molecule at a distorted geometry.

The calculation puts the orbital gap at 0.354 Eh. As for the SMILES: CC(C)([N+](C)(C)C)S(=O)(=O)[O-].

```
! RIJCOSX wB97M-V def2-TZVPD def2/J DEFGRID3
* xyz 0 1
C -0.36573 1.41917 1.26364
C -0.38859 0.56619 -0.06114
C -0.19088 1.61620 -1.11468
N 0.57209 -0.56816 -0.03531
C 0.72094 -1.19084 1.33061
C 0.07777 -1.75255 -0.84725
C 1.94467 -0.14631 -0.45069
S -2.28532 -0.06079 -0.31749
O -2.25390 -0.62852 -1.68804
O -2.32243 -1.14101 0.72332
O -2.99626 1.14123 -0.02193
H -0.77889 0.74446 2.05485
H -1.00965 2.30844 1.08052
H 0.73168 1.72391 1.36026
H -1.10098 2.17979 -1.21893
H 0.48729 2.36670 -0.75467
H 0.12187 1.21292 -2.09633
H 0.99974 -0.34832 2.04687
H -0.30964 -1.52042 1.84576
H 1.38077 -2.12942 1.43474
H 0.17575 -1.44900 -1.95486
H 0.75397 -2.59759 -0.46983
H -0.94949 -1.69843 -0.49070
H 1.89254 0.21740 -1.39417
H 2.27782 0.69471 0.13486
H 2.81485 -0.95980 -0.35939
*
```



no.,LUMO level (eV)
1,0.779
2,0.236